[1]
Formula: C22H31N3O3
Source: the OMol25 dataset
Level of theory: ωB97M-V/def2-TZVPD

```
59
Properties=species:S:1:pos:R:3:forces:R:3:mulliken_charge:R:1
C -3.8220 -2.4444 3.2908 0.2 0.2 -0.1 -1.659
C -3.3060 -1.3292 2.3845 -0.3 -0.1 -0.1 1.397
C -4.0852 -0.0394 2.6255 0.3 -0.1 0.0 -1.615
C -3.4047 -1.7855 0.9157 0.2 -0.1 0.6 -1.768
N -2.7820 -0.8755 -0.0202 -0.3 0.2 -0.1 0.740
C -3.6051 0.1097 -0.7059 0.2 0.2 -0.5 -1.645
C -3.8451 -0.2510 -2.1797 -0.2 0.0 0.1 1.097
C -4.5848 -1.5789 -2.3140 0.2 0.2 0.0 -1.447
C -4.6299 0.8715 -2.8528 0.3 -0.2 0.1 -1.643
C -1.4628 -0.8497 -0.2797 0.1 -0.3 0.2 0.791
O -0.9470 -0.0154 -1.0019 0.1 0.2 -0.2 -0.718
C -0.5959 -1.9563 0.3497 0.2 0.2 -0.2 -1.109
N 0.7688 -1.6821 -0.0073 -0.3 -0.3 0.1 0.284
C 1.3236 -2.1427 -1.2083 0.1 -0.1 0.1 0.173
O 0.8742 -3.0310 -1.8842 -0.3 -0.2 -0.3 -0.654
N 2.4680 -1.4439 -1.3840 0.3 0.1 -0.1 -0.137
C 2.6156 -0.3475 -0.4490 0.3 0.3 -0.1 1.728
C 3.9924 -0.3539 0.2171 -0.3 0.1 0.3 -1.547
C 4.0628 0.7167 1.2995 0.1 -0.1 0.0 -1.216
C 3.5871 2.0580 0.8174 0.0 0.1 0.0 0.870
C 3.9384 3.1994 1.5302 0.0 0.0 0.0 -0.824
C 3.4848 4.4475 1.1515 0.0 0.0 0.1 -0.573
C 2.6588 4.5692 0.0463 -0.1 0.1 -0.1 -0.625
C 2.3026 3.4415 -0.6665 0.0 0.0 0.0 -0.862
C 2.7610 2.1821 -0.2946 0.0 0.1 0.0 1.136
C 2.3730 1.0013 -1.1411 -0.1 -0.1 0.1 -1.358
C 1.4560 -0.6168 0.5085 0.2 -0.2 -0.1 0.062
O 1.1695 -0.0359 1.5240 -0.1 0.2 0.1 -0.689
H -3.7453 -2.1493 4.3340 0.0 0.0 0.1 0.425
H -3.2470 -3.3570 3.1509 0.0 -0.2 0.0 0.393
H -4.8659 -2.6590 3.0719 -0.2 -0.1 0.0 0.360
H -2.2565 -1.1349 2.6251 0.0 0.0 -0.1 0.107
H -4.0241 0.2413 3.6743 0.0 0.1 0.1 0.470
H -5.1352 -0.1691 2.3693 -0.2 0.0 0.0 0.339
H -3.6737 0.7746 2.0353 0.0 0.2 -0.1 0.301
H -4.4593 -1.8752 0.6460 0.0 -0.1 0.0 0.658
H -2.9543 -2.7768 0.8167 -0.1 0.0 0.0 0.366
H -4.5589 0.1939 -0.1852 0.0 0.0 0.1 0.620
H -3.0870 1.0723 -0.6627 -0.1 0.0 0.1 0.413
H -2.8683 -0.3399 -2.6631 0.0 0.0 0.1 0.207
H -4.7508 -1.8099 -3.3635 0.0 -0.1 -0.1 0.445
H -5.5540 -1.5300 -1.8197 -0.2 0.0 0.1 0.292
H -4.0075 -2.3904 -1.8778 0.0 -0.2 0.0 0.292
H -4.7857 0.6457 -3.9047 -0.1 0.0 -0.1 0.416
H -5.6030 0.9933 -2.3804 -0.2 0.0 0.0 0.351
H -4.0908 1.8128 -2.7807 0.0 0.2 0.0 0.393
H -0.8605 -2.9281 -0.0751 0.0 0.1 0.1 0.348
H -0.6809 -1.9692 1.4364 -0.1 -0.1 -0.1 0.257
H 2.9861 -1.4955 -2.2446 -0.1 -0.1 0.0 0.270
H 4.1897 -1.3394 0.6442 0.0 0.0 -0.1 0.292
H 4.7439 -0.1580 -0.5524 0.0 0.0 -0.1 0.393
H 3.4258 0.4212 2.1379 0.1 0.0 0.0 0.408
H 5.0862 0.7964 1.6726 0.0 0.0 0.0 0.562
H 4.5765 3.0993 2.3970 0.1 0.0 0.1 0.429
H 3.7702 5.3222 1.7170 0.0 0.1 0.0 0.386
H 2.2930 5.5392 -0.2564 0.0 0.1 0.0 0.392
H 1.6551 3.5297 -1.5273 -0.1 0.0 -0.1 0.447
H 2.9622 1.0207 -2.0654 0.0 -0.1 0.0 0.506
H 1.3176 1.0745 -1.4185 0.1 0.0 -0.1 0.273
```
Forces are in eV/Å.

Summary:
Energy above the lowest of the compared OMol25 structures with the same formula, charge and spin ... 0.0 kJ/mol
SMILES string ... CC(C)CN(CC(C)C)C(=O)CN1C(=O)N[C@]2(CCc3ccccc3C2)C1=O
2S+1 ... 1
Molecular weight ... 385.508 g mol⁻¹
LUMO energy ... 0.76 eV

=====

[2]
Formula: C27H17IrN5O2S10
Source: the OMol25 dataset
Level of theory: ωB97M-V/def2-TZVPD

```
62
Properties=species:S:1:pos:R:3:forces:R:3:mulliken_charge:R:1
Ir -0.2154 -1.0022 -1.6305 0.5 -0.4 0.0 2.401
S 4.8705 -6.1327 -2.1028 -0.1 0.0 0.0 -0.302
C 3.7866 -4.8846 -2.0688 0.0 0.0 0.0 0.119
S 2.5080 -4.6966 -3.2131 0.1 0.1 -0.1 -0.107
C 1.8620 -3.1963 -2.5935 -0.2 -0.2 -0.6 -0.110
C 2.4543 -2.7059 -1.5124 0.4 0.2 0.6 0.255
S 1.9699 -1.1948 -0.7963 -0.3 -0.2 -0.1 -0.452
S 3.7911 -3.6345 -0.8829 0.0 0.0 0.0 -0.108
S 0.5261 -2.4050 -3.4032 -0.4 0.4 -0.2 -0.469
C -1.8253 2.3917 -1.5049 0.1 0.1 -0.2 -0.590
C -2.6893 1.1998 -1.5937 0.0 -0.4 -0.1 0.589
N -2.3135 -0.0512 -1.7147 -0.2 0.0 -0.3 -0.234
C -3.4068 -0.8977 -1.6661 0.2 0.1 0.0 -0.093
C -4.6087 -0.2878 -1.5714 -0.2 0.0 0.0 -0.685
S -4.3869 1.3954 -1.4928 0.0 0.1 0.0 -0.257
C -3.1753 -2.3277 -1.6223 0.1 -0.1 0.0 -0.202
C -4.1190 -3.2984 -1.5609 -0.2 -0.1 -0.1 -0.533
S -3.3611 -4.8181 -1.4322 0.0 0.0 0.0 -0.251
C -1.8113 -4.0720 -1.4702 0.0 0.0 0.0 0.541
N -1.8780 -2.7705 -1.5699 0.5 -0.2 0.5 0.324
C -0.5914 -4.9160 -1.3950 0.0 0.1 0.0 -0.974
H -0.8811 2.0980 -1.0691 0.1 0.0 0.1 -0.471
H -2.2881 3.1478 -0.8720 0.0 0.0 0.0 0.485
H -1.6601 2.8146 -2.4945 0.0 0.0 -0.1 0.386
H -5.5856 -0.7360 -1.5063 0.0 0.0 0.0 0.420
H -5.1905 -3.1949 -1.5993 0.0 0.0 0.0 0.417
H -0.8437 -5.9217 -1.0596 0.0 0.0 0.0 0.506
H 0.1171 -4.4603 -0.7067 0.0 0.0 0.0 0.179
H -0.1281 -4.9732 -2.3777 -0.1 0.0 0.0 0.147
S 1.2622 6.2188 -2.5297 0.0 0.0 0.0 -0.409
C 1.3243 4.5690 -2.3141 0.0 0.1 0.1 0.347
S 0.8481 3.4848 -3.5828 0.0 -0.1 -0.1 -0.156
C 1.0635 2.1083 -2.5239 0.3 0.0 0.2 0.223
N 1.4893 2.4410 -1.3590 0.0 -0.1 0.1 -0.597
N 1.6459 3.8122 -1.2358 0.0 0.0 0.0 0.427
C 2.1200 4.2330 0.0490 -0.1 -0.1 0.0 0.477
C 2.0206 3.3263 1.1055 -0.1 0.0 0.0 -0.129
C 2.4712 3.6805 2.3650 0.0 0.0 0.0 -0.626
C 3.0256 4.9335 2.5927 0.0 0.0 0.0 -0.442
C 3.1354 5.8210 1.5357 0.0 0.0 0.0 -0.662
C 2.6924 5.4798 0.2638 0.1 0.1 0.0 -0.571
S 0.7534 0.5196 -3.1364 -0.5 0.0 0.0 -0.422
H 1.6004 2.3475 0.9307 0.0 0.0 0.0 0.508
H 2.3869 2.9638 3.1722 0.0 0.0 0.0 0.398
H 3.3711 5.2101 3.5806 0.0 0.0 0.0 0.376
H 3.5787 6.7977 1.6856 0.0 0.0 0.0 0.348
H 2.7973 6.1813 -0.5457 0.0 0.0 0.0 0.237
O 0.1913 -3.1294 0.9464 0.0 -0.1 0.0 -0.585
C -0.2248 -2.0528 1.3071 -0.2 0.2 0.0 0.103
N -0.6981 -1.0196 0.5062 -0.1 0.6 0.1 -0.151
C -1.1820 -0.0053 1.3136 0.1 -0.3 0.0 -0.158
O -1.7373 1.0178 0.9665 0.1 0.1 0.0 -0.599
C -0.9222 -0.3772 2.7479 0.0 0.1 0.0 -0.047
C -1.1153 0.3271 3.9171 0.0 0.0 0.1 -0.366
C -0.7078 -0.2796 5.1041 0.0 0.0 0.0 -0.544
C -0.1324 -1.5486 5.0993 0.0 0.0 -0.1 -0.497
C 0.0533 -2.2461 3.9066 0.0 0.0 0.1 -0.304
C -0.3510 -1.6274 2.7438 0.1 -0.1 -0.1 0.094
H -1.5509 1.3183 3.9068 0.0 0.0 0.0 0.499
H -0.8319 0.2444 6.0438 0.0 0.0 0.0 0.399
H 0.1843 -1.9924 6.0351 0.0 0.0 0.0 0.393
H 0.5120 -3.2265 3.8852 0.0 0.0 0.0 0.502
```
Forces are in eV/Å.

Summary:
2S+1 ... 1
Charge ... -1
Molecular weight ... 956.353 g mol⁻¹
LUMO energy ... 1.84 eV

=====

[3]
Formula: C21H39B2N2O13
Source: the OMol25 dataset
Level of theory: ωB97M-V/def2-TZVPD

```
77
Properties=species:S:1:pos:R:3:forces:R:3:mulliken_charge:R:1
C -3.7315 1.8729 0.6805 0.2 -0.2 0.1 -1.803
C -2.2559 1.4005 0.7830 -0.8 0.3 0.1 2.462
C -1.4848 2.4798 1.5461 0.3 -0.1 0.0 -1.915
C -2.2419 0.0738 1.5469 0.0 -0.3 0.0 -2.928
C -0.9948 -0.8295 1.3759 0.0 -0.1 0.2 1.705
B 0.2104 -0.5080 2.3495 -0.3 0.3 0.0 0.828
N -0.0021 -0.1738 3.7203 0.3 -0.7 -0.1 -0.483
O 1.5233 -0.5892 1.8754 -0.4 0.4 -0.2 -0.554
B -1.4660 -2.2996 1.7259 0.0 -0.1 0.0 0.703
O -2.6715 -2.8233 1.2807 0.0 0.3 -0.1 -0.732
O -0.6648 -3.1017 2.5045 0.1 0.2 0.3 -0.726
C -0.6131 -0.8952 -0.1130 -0.4 0.2 0.1 -1.569
C -0.5663 0.4360 -0.8638 0.4 -0.5 -0.6 1.587
C 0.7022 1.2398 -0.5652 0.2 -0.3 0.1 -1.503
C -0.5077 0.0576 -2.3510 -0.2 0.4 0.1 -1.695
N -1.7793 1.2372 -0.6175 0.9 0.3 0.6 0.622
O -1.8551 2.2968 -1.3230 -0.3 -0.1 -0.2 -0.673
H -4.3332 1.3405 1.4163 0.0 0.0 0.1 0.402
H -3.8189 2.9340 0.8909 0.0 0.1 -0.2 0.319
H -4.1332 1.6511 -0.3038 -0.1 0.1 -0.1 0.400
H -1.2122 3.3044 0.8907 -0.1 0.0 -0.1 0.403
H -2.1177 2.8777 2.3358 0.1 -0.1 0.0 0.563
H -0.5800 2.1003 2.0217 0.0 0.0 0.0 0.134
H -2.3649 0.3152 2.6039 -0.1 0.1 0.1 0.394
H -3.1359 -0.4817 1.2614 0.0 -0.1 -0.1 0.707
H -0.8037 -0.6214 4.1414 -0.2 0.4 0.1 0.215
H 0.8022 -0.3694 4.3011 0.0 0.3 0.1 0.222
H 2.0325 0.2023 2.0540 0.3 0.0 0.3 0.221
H -2.5839 -3.4782 0.5884 -0.1 -0.3 0.0 0.317
H -1.1681 -3.8318 2.8745 0.0 -0.3 -0.2 0.300
H -1.3539 -1.5115 -0.6344 0.0 0.0 -0.1 0.820
H 0.3528 -1.3716 -0.2528 -0.1 0.0 0.0 -0.904
H 0.7948 2.0663 -1.2637 -0.1 0.2 0.1 0.490
H 0.7640 1.5918 0.4591 -0.1 0.2 0.0 0.195
H 1.5529 0.5780 -0.7322 0.1 0.0 0.0 0.213
H -0.2117 0.9090 -2.9570 0.0 0.1 -0.1 0.404
H -1.4910 -0.2688 -2.6843 0.0 -0.2 -0.1 0.449
H 0.2222 -0.7359 -2.4902 0.0 -0.1 -0.1 0.242
C 4.2426 -3.3713 1.4988 0.1 -0.1 -0.3 -1.688
C 3.1410 -2.7654 0.6713 0.2 0.0 0.3 1.531
C 1.9679 -3.6713 0.3684 0.0 0.0 0.1 -0.236
O 1.4956 -3.1402 -0.8799 0.1 -0.3 -0.1 -0.398
C 2.5426 -2.5468 -1.4999 0.1 0.1 0.3 0.752
O 2.5131 -2.1326 -2.6160 0.0 -0.1 -0.2 -0.550
O 3.6004 -2.4657 -0.6693 -0.1 0.0 -0.2 -0.390
H 5.1118 -2.7154 1.5131 0.0 0.1 0.1 0.378
H 3.9017 -3.5201 2.5230 0.0 0.0 0.0 0.388
H 4.5577 -4.3311 1.0870 0.0 0.0 0.0 0.385
H 2.7928 -1.8281 1.1132 0.1 -0.4 -0.2 -0.424
H 1.1784 -3.6325 1.1154 0.0 0.1 -0.1 -0.029
H 2.2778 -4.7067 0.2076 0.0 0.0 0.0 0.488
C -5.5739 7.2158 1.2945 0.2 0.0 -0.1 -1.451
C -5.3241 6.3616 2.5087 0.0 0.1 -0.1 0.505
C -4.9084 7.0975 3.7653 0.0 0.0 0.1 -0.553
O -4.1309 6.1063 4.4517 0.0 0.1 0.0 -0.357
C -3.6189 5.2679 3.5203 0.0 0.0 -0.1 0.628
O -2.7911 4.4424 3.7283 0.0 0.1 0.2 -0.501
O -4.1823 5.5034 2.3133 -0.1 0.0 0.0 -0.284
H -5.6879 6.5926 0.4089 -0.1 0.0 0.0 0.364
H -6.4827 7.8022 1.4278 0.0 0.0 0.0 0.390
H -4.7378 7.8934 1.1186 0.0 0.0 0.0 0.346
H -6.1848 5.7173 2.7093 0.0 0.0 0.0 0.263
H -5.7409 7.4165 4.3864 0.0 -0.1 0.1 0.290
H -4.2639 7.9517 3.5460 0.0 0.0 -0.1 0.313
C 4.7912 -2.3025 -5.3420 0.1 0.1 0.3 -1.192
C 5.1999 -3.7199 -5.6349 -0.1 0.1 0.0 0.450
C 4.1807 -4.7751 -5.2643 0.0 -0.1 0.0 -0.199
O 5.0102 -5.9161 -4.9983 -0.1 0.0 0.0 -0.345
C 6.2257 -5.4598 -4.6069 0.0 0.1 0.0 0.641
O 7.0841 -6.1375 -4.1455 0.0 0.0 0.0 -0.537
O 6.3153 -4.1255 -4.8136 0.0 -0.1 -0.1 -0.364
H 5.6345 -1.6236 -5.4634 0.0 0.0 -0.1 0.364
H 3.9936 -1.9919 -6.0166 0.0 0.0 0.0 0.370
H 4.4337 -2.2136 -4.3159 -0.1 0.0 0.0 0.163
H 5.5082 -3.8321 -6.6785 0.0 0.0 0.0 0.253
H 3.4728 -5.0027 -6.0565 0.1 -0.1 0.0 0.320
H 3.6403 -4.5153 -4.3513 0.0 0.1 0.0 0.081
```
Forces are in eV/Å.

Summary:
2S+1 ... 2
Molecular weight ... 549.168 g mol⁻¹
LUMO energy (alpha / beta) ... 0.09 / 0.09 eV

=====

[4]
Formula: C3H8N2OS
Source: the OMol25 dataset
Level of theory: ωB97M-V/def2-TZVPD

```
15
Properties=species:S:1:pos:R:3:forces:R:3:mulliken_charge:R:1
C 2.5271 -0.9600 0.2606 3.4 -3.1 2.1 -0.540
C -0.1053 0.7604 0.0500 2.8 2.3 2.9 0.289
C -0.4749 -0.7015 0.1792 -0.7 1.6 -3.3 -0.326
H 2.6742 -2.3042 -0.1127 -0.7 4.5 0.8 0.228
H 3.6361 -0.4820 0.3518 -2.4 -1.6 0.2 0.289
H 2.0756 -1.0571 1.5300 0.9 0.7 -4.3 0.240
H 1.6576 1.8806 -0.4457 -0.6 -2.4 1.4 0.326
H -1.7238 1.5833 0.0904 -1.7 0.0 0.7 0.188
H -0.0655 -1.0776 1.0981 -0.5 -0.3 0.5 0.308
H 0.1270 -1.0998 -0.6899 -1.3 -0.6 1.0 0.324
H -2.3349 0.4629 -1.2368 -0.1 -3.0 2.7 0.154
N 1.4495 0.9591 0.1300 -2.9 1.8 -2.4 -0.299
N -0.7827 1.8176 0.2595 2.2 -0.6 -1.5 -0.606
O 1.9032 -0.1155 -0.7048 0.5 -1.0 1.7 -0.288
S -2.3513 -0.6883 -0.0382 1.1 1.5 -2.4 -0.288
```
Forces are in eV/Å.

Summary:
Energy above the lowest of the compared OMol25 structures with the same formula, charge and spin ... 706.4 kJ/mol
2S+1 ... 1
Molecular weight ... 120.177 g mol⁻¹
LUMO energy ... 0.15 eV